<1>
9
Properties=species:S:1:pos:R:3 method="wB97M-V/def2-TZVPD" homo_energy_ev="-10.63 / -9.12" spin_multiplicity=1 orbital_gap_ev="9.23 / 6.36"
C 1.110 -2.807 -1.407
C 0.253 -2.001 -1.075
C -0.158 1.573 0.207
O 1.709 1.459 -1.568
S 0.316 1.112 -1.452
H 1.622 -3.723 -1.324
H -0.976 0.923 0.713
H -0.242 2.655 0.450
H 0.617 1.402 0.974



<2>
9
Properties=species:S:1:pos:R:3 method="wB97M-V/def2-TZVPD" homo_energy_ev=-8.83 smiles="C#CO.C=S" spin_multiplicity=1 orbital_gap_ev=8.36
C 1.085 -0.095 0.794
C 1.825 -0.749 0.108
O 2.818 -1.117 -0.716
H 0.385 0.131 1.544
H 2.551 -1.775 -1.463
C -2.262 0.967 0.107
S -1.427 0.359 -1.181
H -2.346 2.006 0.065
H -2.630 0.275 0.741



Stability, lowest: <1>



<1>
8
Properties=species:S:1:pos:R:3 method="wB97M-V/def2-TZVPD" homo_energy_ev=-10.42 spin_multiplicity=1 orbital_gap_ev=9.72
N 0.727 -0.094 0.861
N 0.397 -0.822 -0.112
O 1.342 -1.715 -0.579
O -1.675 0.909 0.274
O -1.021 1.031 -1.999
S -1.570 0.232 -0.984
H 1.652 -0.067 1.233
H 0.149 0.527 1.306



<2>
8
Properties=species:S:1:pos:R:3 method="wB97M-V/def2-TZVPD" homo_energy_ev=-10.82 smiles="[H]/N=N/S(=O)(=O)O" spin_multiplicity=1 orbital_gap_ev=9.93
H -0.562 1.301 2.145
N -0.527 0.603 1.282
N 0.468 0.762 0.568
S 0.557 -0.286 -0.789
O 1.338 -1.390 -0.304
O 1.055 0.431 -1.904
O -0.959 -0.700 -0.928
H -1.369 -0.721 -0.070



Stability, lowest: <1>



<1>
161
Properties=species:S:1:pos:R:3 method="wB97M-V/def2-TZVPD" homo_energy_ev=-2.60 spin_multiplicity=1 orbital_gap_ev=6.21 total_charge=-2
Sr -2.088 -0.110 -0.420
C -2.782 3.147 -1.305
O -1.921 2.261 -0.596
C -0.968 2.916 0.165
C 0.326 3.085 -0.328
C 0.696 2.558 -1.690
C 1.557 1.309 -1.703
C 2.631 1.270 -2.582
C 3.419 0.137 -2.755
C 3.160 -0.923 -1.885
C 2.098 -0.928 -0.998
C 1.876 -2.153 -0.131
C 1.532 -1.826 1.299
C 2.535 -1.461 2.185
C 2.280 -1.206 3.529
C 0.956 -1.226 3.943
C -0.080 -1.581 3.085
C -1.510 -1.534 3.590
C -1.837 -0.098 3.919
C -1.705 0.385 5.211
C -1.910 1.724 5.530
C -2.252 2.563 4.470
C -2.395 2.113 3.171
C -2.656 3.085 2.045
C -1.314 3.404 1.419
C -0.372 4.131 2.139
C 0.905 4.368 1.652
C 1.243 3.802 0.425
C 1.914 5.244 2.388
C 2.315 6.412 1.473
C 3.153 4.419 2.761
C 1.344 5.841 3.678
C -2.192 0.746 2.834
O -2.338 0.296 1.635
C -1.747 2.296 6.934
C -3.075 2.920 7.392
C -1.342 1.233 7.958
C -0.652 3.376 6.926
C 0.223 -1.924 1.771
O -0.775 -2.427 0.953
C -1.111 -3.765 1.278
C 3.439 -0.994 4.502
C 4.216 0.276 4.136
C 2.961 -0.875 5.952
C 4.368 -2.216 4.420
C 1.167 0.154 -0.968
O 0.046 0.074 -0.338
C 4.416 -0.026 -3.898
C 3.934 -1.194 -4.778
C 5.824 -0.345 -3.380
C 4.497 1.216 -4.788
H -3.038 4.019 -0.697
H -3.686 2.594 -1.543
H -2.316 3.492 -2.235
H 1.226 3.338 -2.243
H -0.227 2.345 -2.229
H 2.827 2.162 -3.166
H 3.795 -1.806 -1.921
H 2.798 -2.741 -0.144
H 1.077 -2.761 -0.561
H 3.549 -1.405 1.802
H 0.687 -0.954 4.955
H -1.615 -2.167 4.476
H -2.189 -1.870 2.808
H -1.431 -0.322 5.987
H -2.416 3.621 4.660
H -3.126 3.993 2.429
H -3.303 2.608 1.309
H -0.669 4.507 3.109
H 2.241 3.931 0.018
H 2.829 6.063 0.578
H 2.976 7.103 2.003
H 1.424 6.960 1.159
H 3.604 3.955 1.883
H 2.871 3.624 3.453
H 3.901 5.053 3.246
H 0.449 6.431 3.475
H 2.087 6.499 4.134
H 1.097 5.058 4.396
H -3.860 2.162 7.392
H -3.381 3.720 6.718
H -2.985 3.333 8.401
H -2.086 0.436 8.011
H -1.258 1.687 8.949
H -0.376 0.795 7.704
H -0.910 4.192 6.251
H 0.293 2.945 6.590
H -0.507 3.792 7.929
H -1.011 -3.957 2.350
H -0.459 -4.466 0.741
H -2.143 -3.921 0.978
H 3.558 1.145 4.191
H 4.611 0.217 3.122
H 5.050 0.428 4.827
H 2.363 0.027 6.094
H 3.825 -0.821 6.619
H 2.362 -1.741 6.236
H 4.806 -2.312 3.427
H 3.802 -3.127 4.626
H 5.179 -2.138 5.149
H 4.006 -2.141 -4.242
H 4.530 -1.268 -5.693
H 2.888 -1.048 -5.056
H 5.812 -1.217 -2.725
H 6.219 0.499 -2.810
H 6.500 -0.550 -4.215
H 3.519 1.461 -5.202
H 5.175 1.024 -5.624
H 4.875 2.079 -4.237
O -1.979 2.189 -7.520
C -2.878 2.292 -6.661
O -3.968 2.893 -6.714
C -2.590 1.561 -5.322
C -1.286 1.254 -4.949
C -1.055 0.655 -3.725
N -2.027 0.320 -2.874
C -3.286 0.552 -3.260
C -3.604 1.187 -4.451
C -4.357 0.040 -2.314
O -5.311 -0.582 -2.813
O -4.177 0.294 -1.086
H -0.475 1.496 -5.624
H -0.042 0.428 -3.408
H -4.634 1.399 -4.702
C -6.723 -3.689 -2.262
N -5.390 -3.614 -1.723
C -4.378 -4.524 -1.936
C -3.279 -4.016 -1.308
N -3.595 -2.815 -0.721
C -4.861 -2.611 -0.991
H -7.073 -4.721 -2.236
H -6.742 -3.325 -3.291
H -7.387 -3.065 -1.668
H -4.529 -5.432 -2.495
H -2.283 -4.418 -1.272
H -5.417 -1.738 -0.698
N -0.732 -2.765 -2.171
S 0.159 -2.423 -3.408
C -0.899 -2.563 -4.892
C -0.333 -2.416 -6.149
C -1.148 -2.449 -7.268
C -2.521 -2.599 -7.119
C -3.077 -2.746 -5.856
C -2.259 -2.736 -4.735
C 0.920 -4.063 -3.618
C 2.223 -4.239 -3.177
C 2.768 -5.513 -3.119
C 2.004 -6.612 -3.484
C 0.695 -6.431 -3.914
C 0.152 -5.158 -3.984
H -0.741 -2.034 -1.445
H 0.740 -2.281 -6.246
H -0.716 -2.331 -8.252
H -3.161 -2.562 -7.991
H -4.148 -2.826 -5.724
H -2.665 -2.843 -3.735
H 2.798 -3.373 -2.870
H 3.786 -5.653 -2.775
H 2.421 -7.609 -3.418
H 0.092 -7.287 -4.191
H -0.871 -5.011 -4.304



<2>
161
Properties=species:S:1:pos:R:3 method="wB97M-V/def2-TZVPD" homo_energy_ev=-2.51 spin_multiplicity=1 orbital_gap_ev=5.86 total_charge=-2
Sr -0.549 -2.211 0.555
C -3.048 -0.126 3.053
O -1.809 -0.149 2.360
C -1.174 1.088 2.369
C -0.139 1.337 3.265
C 0.490 0.278 4.152
C 1.903 0.020 3.687
C 3.006 0.653 4.243
C 4.285 0.531 3.703
C 4.411 -0.249 2.548
C 3.341 -0.893 1.954
C 3.471 -1.631 0.643
C 3.151 -0.722 -0.534
C 3.923 0.424 -0.721
C 3.635 1.368 -1.695
C 2.505 1.158 -2.481
C 1.698 0.040 -2.338
C 0.398 -0.033 -3.118
C -0.543 1.066 -2.680
C -0.630 2.272 -3.362
C -1.403 3.339 -2.907
C -2.085 3.151 -1.698
C -2.025 1.971 -0.980
C -2.634 1.814 0.390
C -1.599 2.075 1.470
C -1.000 3.321 1.523
C 0.016 3.622 2.426
C 0.426 2.613 3.280
C 0.684 4.994 2.379
C -0.359 6.092 2.623
C 1.310 5.190 0.991
C 1.792 5.134 3.423
C -1.262 0.875 -1.470
O -1.226 -0.242 -0.839
C -1.500 4.680 -3.633
C -0.982 5.804 -2.723
C -2.960 4.973 -4.008
C -0.671 4.701 -4.918
C 2.070 -0.917 -1.389
O 1.317 -2.081 -1.298
C 1.924 -3.222 -1.900
C 4.442 2.654 -1.869
C 3.548 3.848 -1.503
C 5.678 2.688 -0.971
C 4.901 2.793 -3.326
C 2.050 -0.788 2.537
O 1.033 -1.370 2.011
C 5.513 1.230 4.283
C 6.105 2.192 3.242
C 5.179 2.042 5.534
C 6.580 0.193 4.664
H -3.610 0.783 2.820
H -2.881 -0.176 4.135
H -3.620 -0.991 2.723
H -0.097 -0.639 4.102
H 0.504 0.634 5.187
H 2.844 1.262 5.128
H 5.391 -0.359 2.086
H 2.811 -2.499 0.640
H 4.501 -1.989 0.540
H 4.752 0.579 -0.042
H 2.198 1.910 -3.201
H -0.060 -1.008 -2.953
H 0.611 0.081 -4.186
H -0.063 2.367 -4.283
H -2.685 3.965 -1.293
H -3.010 0.799 0.503
H -3.467 2.517 0.506
H -1.315 4.061 0.795
H 1.248 2.779 3.964
H -1.156 6.053 1.880
H 0.108 7.081 2.568
H -0.815 5.980 3.609
H 0.558 5.146 0.201
H 2.040 4.404 0.792
H 1.815 6.159 0.930
H 1.412 5.000 4.439
H 2.233 6.132 3.358
H 2.588 4.403 3.262
H -1.564 5.868 -1.801
H -1.040 6.774 -3.228
H 0.057 5.618 -2.444
H -3.599 4.983 -3.124
H -3.341 4.204 -4.684
H -3.049 5.946 -4.503
H 0.388 4.531 -4.711
H -0.765 5.677 -5.403
H -1.005 3.939 -5.624
H 1.928 -3.106 -2.989
H 1.337 -4.080 -1.578
H 2.949 -3.344 -1.542
H 3.213 3.766 -0.469
H 2.659 3.888 -2.134
H 4.097 4.788 -1.618
H 5.407 2.678 0.087
H 6.243 3.605 -1.161
H 6.338 1.838 -1.160
H 4.053 2.825 -4.013
H 5.533 1.951 -3.615
H 5.475 3.716 -3.457
H 5.364 2.940 2.949
H 6.410 1.658 2.340
H 6.983 2.709 3.643
H 4.448 2.825 5.319
H 6.084 2.523 5.916
H 4.772 1.409 6.326
H 6.886 -0.395 3.798
H 6.190 -0.499 5.412
H 7.471 0.683 5.074
O -3.997 -7.079 5.538
C -2.921 -7.331 4.949
O -2.247 -8.376 4.937
C -2.363 -6.158 4.105
C -2.947 -4.898 4.195
C -2.493 -3.889 3.372
N -1.538 -4.047 2.450
C -0.913 -5.232 2.412
C -1.298 -6.298 3.225
C 0.238 -5.412 1.397
O 0.852 -6.480 1.433
O 0.419 -4.438 0.607
H -3.758 -4.747 4.897
H -2.938 -2.899 3.424
H -0.777 -7.240 3.145
C -6.612 -4.126 1.625
N -5.691 -3.162 1.056
C -5.987 -1.938 0.500
C -4.793 -1.418 0.088
N -3.774 -2.286 0.388
C -4.351 -3.320 0.952
H -7.538 -3.619 1.887
H -6.181 -4.559 2.527
H -6.830 -4.925 0.917
H -6.997 -1.566 0.459
H -4.605 -0.471 -0.391
H -3.846 -4.200 1.320
N -1.785 -3.398 -1.558
S -1.541 -3.565 -3.091
C -1.952 -5.217 -3.665
C -3.199 -5.783 -3.425
C -3.436 -7.094 -3.792
C -2.428 -7.839 -4.398
C -1.185 -7.274 -4.630
C -0.943 -5.957 -4.257
C -2.792 -2.588 -3.947
C -3.055 -1.364 -3.341
C -3.909 -0.473 -3.973
C -4.498 -0.803 -5.186
C -4.226 -2.028 -5.782
C -3.361 -2.924 -5.169
H -2.744 -3.645 -1.314
H -3.972 -5.195 -2.943
H -4.400 -7.546 -3.598
H -2.613 -8.870 -4.673
H -0.395 -7.860 -5.082
H 0.032 -5.509 -4.407
H -2.575 -1.117 -2.395
H -4.095 0.492 -3.515
H -5.166 -0.102 -5.672
H -4.683 -2.286 -6.730
H -3.137 -3.876 -5.633



Stability, lowest: <1>



<1>
49
Properties=species:S:1:pos:R:3 method="wB97M-V/def2-TZVPD" homo_energy_ev=-7.49 spin_multiplicity=1 orbital_gap_ev=9.83 total_charge=-1
P 0.176 0.238 -0.632
F 1.255 0.985 0.316
F -0.753 0.027 0.697
F -0.494 1.666 -0.947
F -0.940 -0.502 -1.543
F 1.144 0.402 -1.936
F 0.915 -1.146 -0.272
O 4.250 -1.091 0.476
H 4.818 -0.739 1.167
H 3.384 -0.698 0.649
O -1.460 2.238 -3.735
H -1.106 1.921 -4.571
H -1.298 1.517 -3.114
O 1.531 -2.185 2.298
H 1.677 -1.212 2.365
H 0.766 -2.359 2.871
O 1.943 0.411 2.867
H 2.766 0.857 3.092
H 1.446 1.059 2.349
O -1.441 -3.391 0.421
H -0.640 -2.982 0.057
H -1.609 -2.905 1.236
O -3.133 0.416 2.589
H -3.807 0.733 1.978
H -2.366 0.973 2.411
O -3.030 -2.236 -1.736
H -2.821 -1.632 -2.453
H -2.337 -2.080 -1.081
O -1.240 4.846 -0.710
H -1.676 4.011 -0.938
H -1.941 5.392 -0.338
O 3.677 1.477 -2.014
H 3.249 1.903 -2.761
H 3.011 0.851 -1.690
O -3.591 2.334 -0.796
H -3.991 2.701 -1.592
H -2.917 1.724 -1.124
O 0.934 -2.877 -2.582
H 0.776 -1.954 -2.346
H 1.440 -3.225 -1.819
O 1.872 -3.724 -0.057
H 1.499 -4.567 0.218
H 1.871 -3.164 0.750
O -1.016 -2.135 3.415
H -1.929 -2.286 3.683
H -1.043 -1.297 2.931
O 0.973 4.011 0.946
H 0.989 3.195 0.434
H 0.220 4.497 0.571



<2>
49
Properties=species:S:1:pos:R:3 method="wB97M-V/def2-TZVPD" homo_energy_ev=-8.86 spin_multiplicity=1 orbital_gap_ev=10.78 total_charge=-1
P 6.872 -23.912 20.222
F 5.751 -24.093 19.037
F 5.750 -22.934 20.971
F 6.238 -25.122 21.115
F 7.853 -23.733 21.478
F 7.995 -24.865 19.571
F 7.404 -22.608 19.378
O 1.822 -23.459 21.421
H 2.764 -23.289 21.456
H 1.442 -22.637 21.112
O 4.786 -17.993 23.609
H 4.550 -18.046 24.535
H 4.754 -18.899 23.301
O 3.414 -27.480 19.148
H 4.335 -27.248 19.266
H 3.153 -27.024 18.348
O 11.830 -25.747 21.361
H 12.358 -24.969 21.181
H 10.944 -25.503 21.092
O 12.402 -25.918 16.701
H 12.029 -25.387 17.405
H 11.642 -26.256 16.227
O 9.621 -18.126 20.576
H 9.074 -18.262 21.350
H 9.835 -19.009 20.276
O 8.193 -27.263 15.716
H 7.564 -27.933 15.985
H 8.948 -27.758 15.397
O 8.627 -23.144 15.441
H 8.458 -23.259 16.376
H 8.714 -24.035 15.102
O 5.678 -25.261 25.973
H 6.214 -25.793 26.562
H 6.063 -25.398 25.108
O 4.506 -19.783 17.458
H 4.822 -20.446 18.072
H 3.553 -19.819 17.536
O 1.992 -25.452 15.499
H 1.275 -24.872 15.245
H 2.777 -24.909 15.428
O 9.106 -20.653 23.706
H 8.768 -21.269 23.056
H 10.028 -20.889 23.805
O 9.593 -26.489 24.938
H 9.921 -26.367 24.047
H 10.032 -25.809 25.450
O 5.001 -22.968 13.898
H 5.751 -23.429 14.275
H 5.360 -22.135 13.593



Stability, lowest: <2>



<1>
11
Properties=species:S:1:pos:R:3 method="wB97M-V/def2-TZVPD" homo_energy_ev=-8.87 smiles=c1cc2cnnn2o1 spin_multiplicity=1 orbital_gap_ev=9.56
C 0.323 1.773 0.332
C 1.077 0.810 -0.331
C 0.304 -0.428 -0.298
C -0.009 -1.785 -0.546
N -1.290 -1.956 -0.102
N -1.794 -0.897 0.502
N -0.660 -0.093 0.556
O -0.781 1.246 0.821
H 0.371 2.726 0.761
H 2.054 1.399 -0.744
H 0.403 -2.795 -0.949



<2>
11
Properties=species:S:1:pos:R:3 method="wB97M-V/def2-TZVPD" homo_energy_ev="-10.24 / -10.23" spin_multiplicity=1 orbital_gap_ev="7.36 / 7.24"
C -0.267 1.621 -3.105
C 0.487 -0.669 0.624
C -0.505 -0.642 -0.302
C 0.138 1.462 0.120
N 0.543 1.576 -3.908
N 0.857 0.683 0.869
N -0.705 0.715 -0.693
O -1.502 1.273 -1.602
H 0.964 -1.483 1.185
H -1.144 -1.442 -0.749
H 0.356 2.453 -0.172



Stability, lowest: <2>



<1>
11
Properties=species:S:1:pos:R:3 method="wB97M-V/def2-TZVPD" homo_energy_ev=-8.82 spin_multiplicity=1 orbital_gap_ev=8.80
C 0.816 0.626 -0.135
C -0.441 -0.150 -0.141
C -1.929 -0.017 -0.213
C -3.128 0.092 0.211
H -0.046 2.293 0.584
H -0.366 -2.321 -0.346
H -4.167 0.078 0.301
N 1.867 0.020 0.196
N 1.552 -1.325 0.098
N 0.214 -1.355 -0.032
O 0.905 1.908 -0.089



<2>
11
Properties=species:S:1:pos:R:3 method="wB97M-V/def2-TZVPD" homo_energy_ev=-9.05 smiles=N#Cc1ncoc1N spin_multiplicity=1 orbital_gap_ev=9.22
N -1.430 -3.037 -0.357
C -0.646 -2.031 -0.424
C -0.115 -0.713 -0.637
N -0.847 0.214 -1.607
C -0.465 1.445 -1.223
O 0.456 1.288 -0.214
C 0.506 0.118 0.299
N 1.023 0.247 1.683
H -0.696 2.274 -1.853
H 0.914 1.112 2.260
H 1.299 -0.918 2.073



Stability, lowest: <1>